{"formula": "C23H16F4N8Rh", "method": "wB97M-V/def2-TZVPD", "e_above_lowest_ev": 0.000, "lumo_ev": [-3.104, -6.422], "multiplicity": 5, "s2": 6.06, "total_charge": 1, "elements": ["Rh", "N", "C", "C", "N", "C", "C", "N", "C", "C", "N", "H", "H", "H", "H", "H", "H", "C", "C", "C", "C", "C", "H", "H", "H", "H", "H", "H", "H", "H", "H", "H", "F", "C", "C", "F", "C", "C", "C", "F", "C", "C", "C", "N", "C", "N", "F", "C", "C", "N", "C", "N"], "positions_angstrom": [[-0.18, -0.12, 0.17], [-1.72, -2.73, 3.20], [-1.04, -2.01, 4.15], [-0.40, -1.00, 3.48], [-0.68, -1.11, 2.15], [-1.47, -2.15, 2.00], [-1.95, -2.49, 0.68], [-1.56, -1.77, -0.36], [-2.18, -2.30, -1.46], [-2.93, -3.37, -1.08], [-2.79, -3.47, 0.28], [-2.29, -3.53, 3.38], [-1.07, -2.27, 5.19], [0.23, -0.23, 3.88], [-2.03, -1.90, -2.45], [-3.56, -4.04, -1.64], [-3.24, -4.16, 0.86], [3.95, -0.97, -0.49], [2.60, -1.54, -0.04], [2.59, -1.80, 1.46], [2.32, -2.86, -0.81], [1.50, -0.63, -0.48], [4.75, -1.64, -0.18], [4.13, 0.00, -0.03], [4.00, -0.86, -1.57], [3.39, -2.50, 1.73], [1.64, -2.23, 1.78], [2.76, -0.88, 2.02], [3.12, -3.57, -0.59], [2.29, -2.70, -1.88], [1.37, -3.30, -0.49], [1.68, -0.39, -1.55], [0.97, 2.03, 2.55], [1.86, 2.97, 2.23], [3.00, 3.04, 2.99], [3.14, 2.17, 3.98], [3.99, 4.01, 2.75], [3.74, 4.90, 1.71], [2.59, 4.83, 0.94], [2.45, 5.70, -0.05], [1.61, 3.86, 1.18], [0.42, 3.75, 0.35], [-0.46, 2.66, 0.44], [-1.21, 1.77, 0.46], [0.08, 4.70, -0.63], [-0.27, 5.47, -1.42], [4.64, 5.83, 1.40], [5.21, 4.06, 3.55], [5.69, 2.94, 4.24], [6.10, 2.01, 4.79], [5.98, 5.23, 3.65], [6.62, 6.19, 3.78]]}

{"formula": "C23H16FN2O4S2", "method": "wB97M-V/def2-TZVPD", "lumo_ev": 2.559, "multiplicity": 1, "total_charge": -1, "elements": ["C", "C", "C", "N", "C", "N", "C", "C", "C", "C", "C", "C", "H", "H", "H", "H", "H", "H", "F", "C", "S", "C", "C", "C", "C", "C", "C", "O", "O", "S", "C", "C", "C", "C", "C", "C", "O", "O", "H", "H", "H", "H", "H", "H", "H", "H", "H", "H"], "positions_angstrom": [[-1.18, -0.95, 1.10], [-2.45, -0.97, 0.36], [-3.61, -0.31, 0.78], [-4.56, 0.23, 1.16], [-2.65, -1.83, -0.73], [-2.88, -2.49, -1.68], [-0.69, -2.41, 1.40], [-0.13, -3.10, 0.33], [0.40, -4.41, 0.47], [0.24, -5.07, 1.68], [-0.40, -4.45, 2.75], [-0.89, -3.11, 2.61], [-1.08, -0.22, 1.92], [-0.14, -2.65, -0.67], [0.93, -4.86, -0.38], [0.67, -6.06, 1.82], [-0.56, -4.97, 3.70], [-1.45, -2.63, 3.42], [-0.09, -0.37, -1.01], [-0.21, 0.16, 0.24], [1.35, -0.01, 1.25], [2.69, 1.02, 0.83], [2.93, 2.22, 1.49], [4.02, 3.03, 1.10], [4.91, 2.60, 0.11], [4.72, 1.34, -0.46], [3.64, 0.53, -0.07], [0.90, 0.29, 2.60], [1.76, -1.35, 0.87], [-0.23, 2.04, -0.17], [-1.41, 2.24, -1.52], [-1.01, 2.36, -2.84], [-2.00, 2.26, -3.82], [-3.32, 1.98, -3.46], [-3.70, 1.92, -2.11], [-2.74, 2.14, -1.13], [-0.55, 2.76, 1.04], [1.04, 2.21, -0.87], [2.30, 2.54, 2.30], [4.20, 4.00, 1.56], [5.77, 3.25, -0.20], [5.43, 1.00, -1.22], [3.55, -0.47, -0.46], [0.03, 2.50, -3.11], [-1.74, 2.37, -4.87], [-4.09, 1.81, -4.23], [-4.71, 1.68, -1.79], [-3.00, 2.18, -0.08]]}

{"formula": "C23H16N4O6PtS2", "method": "wB97M-V/def2-TZVPD", "e_above_lowest_ev": 0.419, "lumo_ev": 4.271, "multiplicity": 1, "total_charge": -2, "elements": ["Pt", "O", "C", "C", "O", "C", "C", "O", "C", "O", "O", "S", "C", "C", "C", "C", "N", "C", "C", "C", "S", "C", "N", "H", "H", "C", "C", "N", "C", "C", "C", "O", "C", "C", "C", "C", "N", "C", "H", "H", "H", "H", "H", "H", "H", "H", "H", "H", "H", "H", "H", "H"], "positions_angstrom": [[-1.53, -0.95, 1.18], [-0.12, 2.78, 6.12], [-0.35, 2.12, 5.12], [0.07, 2.46, 3.71], [0.68, 3.46, 3.37], [-0.38, 1.34, 2.85], [-1.11, 0.42, 3.67], [-1.65, -0.68, 3.25], [-1.07, 0.79, 5.07], [-1.49, 0.17, 6.04], [-0.16, 1.22, 1.62], [-1.30, -1.15, -1.06], [-2.91, -1.29, -1.67], [-3.16, -1.30, -3.04], [-4.44, -1.45, -3.55], [-4.65, -1.46, -4.96], [-4.80, -1.46, -6.11], [-5.52, -1.58, -2.65], [-5.28, -1.56, -1.28], [-4.00, -1.40, -0.77], [-3.73, -1.38, 0.94], [-6.86, -1.75, -3.13], [-7.94, -1.90, -3.50], [-2.33, -1.20, -3.73], [-6.12, -1.66, -0.60], [3.82, 0.51, -3.26], [4.04, 1.34, -2.01], [3.27, 0.86, -0.87], [2.13, 1.68, -0.43], [0.97, 1.70, -1.42], [3.76, -0.20, -0.19], [4.85, -0.72, -0.46], [2.89, -0.72, 0.90], [3.37, -0.91, 2.18], [2.48, -1.31, 3.17], [1.15, -1.48, 2.84], [0.71, -1.35, 1.59], [1.56, -1.00, 0.64], [4.41, 0.89, -4.09], [2.77, 0.51, -3.56], [4.12, -0.52, -3.08], [3.74, 2.38, -2.18], [5.10, 1.33, -1.75], [2.50, 2.70, -0.27], [1.77, 1.33, 0.53], [1.27, 2.12, -2.38], [0.16, 2.30, -1.01], [0.57, 0.70, -1.59], [4.41, -0.72, 2.40], [2.80, -1.43, 4.20], [0.39, -1.71, 3.58], [1.15, -0.88, -0.36]]}

{"formula": "C23H16N5O7PtS", "method": "wB97M-V/def2-TZVPD", "e_above_lowest_ev": 0.000, "lumo_ev": -6.080, "multiplicity": 1, "total_charge": 1, "elements": ["Pt", "O", "C", "O", "C", "C", "C", "N", "C", "C", "C", "O", "O", "H", "H", "H", "S", "N", "C", "C", "C", "C", "C", "N", "C", "C", "N", "C", "C", "C", "C", "C", "N", "H", "H", "H", "H", "H", "H", "C", "C", "C", "O", "C", "O", "O", "H", "H", "H", "H", "H", "H", "H"], "positions_angstrom": [[0.37, -0.82, 0.03], [-1.23, -3.34, -6.14], [-1.10, -2.13, -5.98], [-1.19, -1.11, -6.67], [-0.73, -1.78, -4.48], [-1.06, -0.52, -3.99], [-0.72, -0.20, -2.70], [-0.08, -1.06, -1.90], [0.26, -2.28, -2.37], [-0.06, -2.67, -3.65], [1.05, -3.15, -1.41], [1.49, -4.21, -1.75], [1.19, -2.64, -0.20], [-1.55, 0.19, -4.64], [-0.95, 0.77, -2.26], [0.22, -3.66, -3.99], [-3.01, -0.70, 6.69], [-3.60, -0.31, 5.24], [-2.59, -0.41, 4.38], [-2.67, -0.14, 2.96], [-3.83, 0.28, 2.31], [-3.78, 0.53, 0.95], [-2.57, 0.36, 0.28], [-1.47, -0.05, 0.89], [-1.50, -0.29, 2.21], [-0.26, -0.73, 2.84], [0.80, -0.86, 2.02], [1.98, -1.22, 2.52], [2.15, -1.48, 3.87], [1.07, -1.37, 4.72], [-0.17, -0.98, 4.20], [-1.38, -0.82, 4.99], [-1.48, -1.01, 6.29], [-4.74, 0.41, 2.87], [-4.65, 0.86, 0.41], [-2.50, 0.53, -0.79], [2.78, -1.32, 1.81], [3.12, -1.79, 4.23], [1.16, -1.57, 5.78], [0.90, 3.54, -1.90], [2.09, 2.67, -1.79], [3.46, 3.20, -2.04], [1.86, 1.45, -2.07], [2.36, 2.55, 0.89], [2.25, 3.70, 0.94], [2.48, 1.40, 0.84], [0.79, 3.77, -2.97], [1.01, 4.46, -1.35], [0.00, 3.02, -1.56], [3.52, 3.38, -3.12], [4.24, 2.49, -1.76], [3.63, 4.14, -1.52], [2.66, 0.90, -2.18]]}

{"formula": "C23H16O6PZr", "method": "wB97M-V/def2-TZVPD", "lumo_ev": [-14.418, -14.415], "multiplicity": 1, "total_charge": 3, "elements": ["O", "C", "Zr", "O", "C", "C", "O", "C", "O", "C", "O", "H", "O", "P", "C", "C", "C", "C", "C", "C", "C", "C", "C", "C", "C", "C", "C", "C", "C", "C", "C", "C", "H", "H", "H", "H", "H", "H", "H", "H", "H", "H", "H", "H", "H", "H", "H"], "positions_angstrom": [[0.53, 0.63, -6.61], [0.30, 0.23, -5.55], [-1.13, 0.04, -2.80], [-2.42, 1.14, -5.77], [-1.94, 0.86, -4.74], [-3.20, -0.87, -2.37], [-4.18, -1.46, -2.37], [0.20, -2.06, -3.29], [0.74, -3.09, -2.98], [-1.34, -2.06, -3.70], [-1.94, -2.84, -4.37], [0.66, -1.04, -3.50], [-0.19, 0.70, -1.04], [0.24, 0.49, 0.45], [-0.90, -0.70, 1.17], [-2.16, -0.27, 1.61], [-3.08, -1.18, 2.11], [-2.76, -2.54, 2.16], [-1.54, -2.98, 1.65], [-0.63, -2.07, 1.12], [1.91, -0.14, 0.53], [2.74, -0.04, -0.60], [3.99, -0.65, -0.60], [4.46, -1.32, 0.54], [3.66, -1.37, 1.69], [2.38, -0.81, 1.68], [0.10, 2.05, 1.34], [0.24, 2.07, 2.74], [-0.02, 3.25, 3.45], [-0.40, 4.42, 2.77], [-0.48, 4.40, 1.37], [-0.22, 3.23, 0.65], [-2.40, 0.79, 1.55], [-4.02, -0.81, 2.50], [-3.43, -3.23, 2.65], [-1.26, -4.04, 1.69], [0.30, -2.41, 0.66], [2.39, 0.49, -1.49], [4.62, -0.60, -1.49], [5.46, -1.76, 0.54], [4.03, -1.84, 2.60], [1.75, -0.88, 2.56], [0.53, 1.16, 3.26], [0.09, 3.26, 4.54], [-0.62, 5.34, 3.31], [-0.75, 5.30, 0.82], [-0.26, 3.22, -0.44]]}

{"formula": "C23H17Al2BClF7KMgN3O19PS", "method": "wB97M-V/def2-TZVPD", "lumo_ev": -12.967, "multiplicity": 1, "total_charge": 3, "elements": ["N", "C", "C", "N", "C", "O", "O", "P", "N", "O", "C", "F", "F", "C", "C", "C", "C", "C", "C", "F", "F", "F", "C", "H", "H", "H", "H", "H", "H", "H", "H", "H", "H", "H", "K", "Cl", "B", "O", "C", "O", "C", "O", "O", "O", "C", "O", "C", "O", "O", "Al", "F", "F", "Mg", "C", "C", "C", "O", "C", "C", "C", "O", "O", "O", "H", "H", "Al", "C", "C", "O", "S", "O", "O", "O", "H", "H", "H", "H"], "positions_angstrom": [[4.89, -5.27, 2.60], [5.21, -4.33, 1.62], [4.08, -3.31, 0.92], [3.62, -3.85, -0.45], [2.88, -5.15, -0.16], [2.26, -5.43, 1.02], [2.69, -6.24, -1.18], [5.19, -4.11, -1.33], [4.99, -5.05, -2.81], [5.75, -2.52, -1.87], [2.69, -2.89, -1.18], [2.88, -2.90, -2.68], [2.90, -1.45, -0.80], [1.09, -3.17, -0.94], [0.36, -2.37, 0.33], [-1.26, -2.50, 0.67], [-2.25, -3.48, -0.25], [-1.51, -4.30, -1.51], [-2.35, -5.35, -2.48], [-3.75, -4.93, -2.73], [-1.66, -5.64, -3.77], [-2.43, -6.67, -1.76], [0.12, -4.13, -1.85], [5.75, -5.81, 2.89], [6.37, -4.30, 1.32], [3.18, -3.07, 1.64], [4.68, -2.29, 0.81], [5.50, -5.96, -2.79], [4.01, -5.15, -3.14], [5.47, -1.85, -1.18], [0.96, -1.63, 1.03], [-1.79, -1.90, 1.56], [-3.42, -3.60, -0.05], [0.55, -4.73, -2.77], [2.05, -0.92, 2.44], [-3.65, -2.33, -1.38], [2.35, 5.07, 3.26], [1.58, 5.85, 2.28], [1.31, 7.03, 2.86], [0.68, 7.92, 2.32], [1.86, 7.06, 4.19], [1.78, 7.99, 4.98], [2.49, 5.91, 4.45], [1.67, 3.81, 3.57], [2.51, 2.82, 3.25], [2.25, 1.63, 3.38], [3.73, 3.36, 2.72], [4.70, 2.73, 2.34], [3.67, 4.70, 2.72], [6.25, -5.90, -4.57], [5.65, -0.68, -2.66], [-0.65, -4.03, 2.62], [1.15, -7.63, -1.49], [-2.24, 3.48, 1.83], [-3.19, 3.81, 0.94], [-3.48, 2.71, -0.08], [-4.36, 2.77, -0.94], [-2.64, 1.49, -0.05], [-1.67, 1.16, 0.83], [-1.46, 2.22, 1.91], [-0.68, 2.09, 2.86], [-0.95, 0.12, 0.86], [-3.86, 4.89, 0.86], [-1.98, 4.19, 2.60], [-2.86, 0.80, -0.85], [3.54, 0.17, -2.98], [-7.04, 5.51, -1.15], [-6.69, 6.22, -2.45], [-7.42, 5.52, -3.46], [-8.82, 4.97, -2.82], [-9.87, 5.91, -3.14], [-8.92, 3.56, -3.08], [-8.42, 5.18, -1.25], [-6.47, 4.58, -1.04], [-6.86, 6.15, -0.28], [-5.62, 6.20, -2.67], [-7.04, 7.26, -2.45]]}

{"formula": "C23H17Br2KNOS4", "method": "wB97M-V/def2-TZVPD", "e_above_lowest_ev": 0.517, "lumo_ev": 2.131, "multiplicity": 1, "total_charge": -1, "elements": ["K", "S", "C", "C", "C", "C", "C", "C", "C", "C", "C", "N", "H", "H", "H", "H", "H", "H", "Br", "C", "Br", "H", "H", "O", "C", "C", "C", "C", "C", "S", "C", "C", "C", "C", "S", "C", "C", "C", "C", "S", "H", "H", "H", "H", "H", "H", "H", "H", "H"], "positions_angstrom": [[-1.22, -0.55, -0.75], [-1.41, -2.73, 3.45], [-1.61, -4.17, 2.56], [-2.04, -3.91, 1.29], [-2.27, -2.54, 0.93], [-1.95, -1.79, 2.05], [-2.12, -0.35, 2.30], [-1.72, 0.21, 3.53], [-1.94, 1.55, 3.79], [-2.55, 2.34, 2.82], [-2.88, 1.72, 1.63], [-2.68, 0.44, 1.37], [-1.40, -5.13, 3.00], [-2.22, -4.73, 0.60], [-1.24, -0.39, 4.28], [-1.63, 1.97, 4.74], [-2.74, 3.39, 2.97], [-3.34, 2.29, 0.82], [-3.48, 1.49, -2.45], [-4.39, 0.07, -3.43], [-3.95, -1.66, -2.70], [-4.07, 0.12, -4.46], [-5.45, 0.23, -3.34], [0.50, 0.13, -2.30], [1.55, 0.35, -1.49], [1.76, -0.81, -0.48], [1.56, -2.13, -0.79], [1.76, -3.00, 0.30], [2.13, -2.34, 1.43], [2.21, -0.65, 1.17], [2.84, 0.51, -2.29], [4.11, 0.10, -2.03], [5.04, 0.52, -3.03], [4.43, 1.23, -4.02], [2.74, 1.36, -3.78], [1.36, 1.67, -0.69], [0.20, 2.38, -0.54], [0.37, 3.55, 0.23], [1.65, 3.73, 0.65], [2.67, 2.47, 0.09], [1.21, -2.41, -1.77], [1.61, -4.07, 0.27], [2.31, -2.77, 2.41], [4.37, -0.47, -1.15], [6.09, 0.30, -3.01], [4.91, 1.64, -4.89], [-0.72, 2.09, -1.02], [-0.43, 4.24, 0.47], [2.03, 4.54, 1.25]]}

{"formula": "C23H17BrCl5IrNO7PTe", "method": "wB97M-V/def2-TZVPD", "e_above_lowest_ev": 1.481, "lumo_ev": [2.110, 0.676], "multiplicity": 2, "s2": 0.75, "total_charge": -1, "elements": ["Ir", "O", "C", "O", "C", "C", "C", "C", "C", "N", "C", "O", "O", "H", "H", "H", "Cl", "C", "C", "C", "Cl", "C", "Cl", "C", "Cl", "C", "Cl", "C", "C", "O", "P", "O", "Te", "O", "C", "C", "H", "H", "H", "H", "H", "H", "H", "H", "H", "H", "Br", "C", "C", "C", "C", "C", "C", "H", "H", "H", "H"], "positions_angstrom": [[0.09, -0.36, 0.45], [-1.51, -0.67, -3.70], [-1.22, -0.45, -2.53], [-0.03, -0.44, -2.03], [-2.34, -0.17, -1.55], [-3.68, -0.22, -1.89], [-4.62, 0.09, -0.91], [-4.18, 0.52, 0.34], [-2.82, 0.56, 0.56], [-1.95, 0.18, -0.34], [-2.16, 1.10, 1.81], [-2.86, 1.63, 2.66], [-0.87, 0.99, 1.84], [-3.95, -0.49, -2.90], [-5.68, 0.02, -1.12], [-4.85, 0.82, 1.13], [-1.84, -2.74, 1.05], [-0.51, -2.64, 2.15], [0.30, -1.49, 2.12], [1.26, -1.41, 3.14], [2.18, 0.03, 3.38], [1.48, -2.45, 4.05], [2.69, -2.32, 5.27], [0.71, -3.61, 3.97], [1.01, -4.92, 5.05], [-0.31, -3.68, 3.04], [-1.34, -5.07, 3.01], [-3.13, -4.11, -2.82], [-1.67, -3.88, -3.12], [-1.10, -3.20, -1.99], [0.46, -3.08, -1.77], [0.78, -2.49, -0.45], [1.50, -2.13, -3.74], [0.90, -4.63, -1.78], [2.03, -5.06, -0.98], [3.35, -4.47, -1.44], [-3.57, -4.76, -3.58], [-3.67, -3.17, -2.80], [-3.24, -4.59, -1.84], [-1.54, -3.26, -4.01], [-1.15, -4.83, -3.28], [2.03, -6.14, -1.08], [1.84, -4.80, 0.06], [3.51, -4.67, -2.50], [4.16, -4.90, -0.86], [3.35, -3.39, -1.29], [6.45, 1.69, 0.90], [4.64, 1.12, 0.70], [4.38, -0.22, 0.45], [3.06, -0.63, 0.30], [2.00, 0.28, 0.43], [2.30, 1.62, 0.66], [3.62, 2.04, 0.81], [5.19, -0.93, 0.37], [2.85, -1.67, 0.12], [1.51, 2.34, 0.77], [3.84, 3.08, 1.02]]}

{"formula": "C23H17BrIN4Sc", "method": "wB97M-V/def2-TZVPD", "e_above_lowest_ev": 0.000, "lumo_ev": -7.700, "multiplicity": 1, "total_charge": 2, "elements": ["Sc", "C", "C", "C", "C", "C", "C", "N", "C", "C", "C", "C", "C", "C", "N", "N", "C", "C", "C", "C", "C", "N", "H", "H", "H", "H", "H", "H", "H", "H", "H", "H", "H", "H", "H", "Br", "C", "C", "C", "C", "C", "C", "I", "H", "H", "H", "H"], "positions_angstrom": [[0.44, -0.10, -0.13], [-1.13, 3.26, -2.31], [-1.89, 3.41, -1.12], [-1.60, 2.82, 0.07], [-0.35, 2.20, 0.18], [0.50, 2.05, -1.01], [0.03, 2.57, -2.26], [0.11, 1.41, 1.24], [-0.54, 1.15, 2.51], [-0.30, 1.90, 3.63], [-0.87, 1.48, 4.85], [-1.73, 0.33, 4.90], [-1.84, -0.46, 3.81], [-1.20, -0.02, 2.68], [-1.07, -0.84, 1.49], [-1.84, -1.77, 1.32], [-1.78, -2.25, -0.01], [-2.64, -3.25, -0.42], [-2.56, -3.77, -1.73], [-1.67, -3.16, -2.58], [-0.86, -2.18, -2.10], [-0.86, -1.74, -0.84], [-1.61, 3.68, -3.17], [-2.78, 3.95, -1.28], [-2.27, 2.88, 0.88], [1.49, 1.78, -0.93], [0.69, 2.39, -3.11], [0.20, 2.83, 3.50], [-0.74, 2.10, 5.75], [-2.18, 0.14, 5.85], [-2.39, -1.39, 3.80], [-3.39, -3.58, 0.28], [-3.27, -4.54, -1.99], [-1.55, -3.31, -3.66], [-0.23, -1.58, -2.76], [3.21, -0.10, 1.86], [3.30, -0.37, -0.06], [4.07, 0.45, -0.87], [4.30, 0.23, -2.19], [3.64, -0.88, -2.73], [2.88, -1.71, -1.98], [2.81, -1.55, -0.61], [1.93, -3.06, 0.58], [4.48, 1.35, -0.34], [4.95, 0.88, -2.74], [3.64, -1.01, -3.84], [2.47, -2.62, -2.38]]}